Run a
The following is a DFT calculation (ωB97M-V/def2-TZVPD) of 3 unconnected molecules or ions with the total composition C3H5IO2.

```
! wB97M-V def2-TZVPD RIJCOSX def2/J DEFGRID3
* xyz 0 1
O -0.68196 1.79055 0.32232
C -1.32811 1.09071 0.94593
O -1.95316 0.38930 1.56397
C 0.17008 -2.74421 -1.33772
C 0.37717 -1.45603 -1.09684
H 0.78339 -3.47985 -0.81654
H -0.61604 -3.21871 -2.02001
H 1.19683 -1.23592 -0.40544
H -0.24694 -0.77450 -1.66878
I 0.92696 5.35188 2.81092
H 1.37180 4.28678 1.70219
*
```

Summary:
E_LUMO = 0.46 eV
gap between HOMO and LUMO = 0.3885 Eh
HOMO energy = -0.37182 Ha
structure (SMILES) = O=C=O.C=C.I
molar mass = 200.0 g/mol

=====

Run b
The following is a DFT calculation (ωB97M-V/def2-TZVPD) of a molecular structure, C3H5IO2.

```
! wB97M-V def2-TZVPD RIJCOSX def2/J DEFGRID3
* xyz 0 1
C -0.93014 -0.32623 0.14363
C 1.02438 0.66553 -0.38548
C 0.31164 -0.72780 -0.59465
O -1.86064 0.19830 -0.38445
O -0.70708 -0.55374 1.42871
I -2.15689 0.00237 2.72975
H 1.37389 0.81503 0.71116
H 1.79757 0.74069 -1.13951
H 0.25766 1.45170 -0.49614
H 0.92143 -1.50437 -0.39325
H -0.03182 -0.76149 -1.61977
*
```

Summary:
E_LUMO = -1.12 eV
gap between HOMO and LUMO = 0.3280 Eh
HOMO energy = -0.36899 Ha
molar mass = 200.0 g/mol

=====

The energy of each structure relative to the most stable one, in kJ/mol, is as follows: run a 0.0; run b 63.4.

=====

Run a
The following is a DFT calculation (ωB97M-V/def2-TZVPD) of a gas-phase ion, C6H13N (charge +1).

```
! wB97M-V def2-TZVPD RIJCOSX def2/J DEFGRID3
* xyz 1 2
C 1.23676 -0.51589 2.01441
C -0.00077 0.31633 1.71396
N -0.22483 -1.81620 -0.50230
C -0.00702 -0.47998 -0.86241
C -0.22569 0.67932 0.20510
C -0.01911 1.97916 -0.40470
C -0.70785 -0.16223 -2.18959
H 1.44882 -1.23730 1.22315
H 1.24754 -1.02048 2.97632
H 2.11424 0.13845 2.04969
H -0.85940 -0.21554 2.12267
H 0.02518 1.30777 2.16405
H -1.14866 -1.88442 -0.05095
H 1.06718 -0.40471 -1.07202
H -1.32038 0.86301 0.19372
H -0.85206 2.67378 -0.45036
H 0.98473 2.39837 -0.53371
H -0.08904 0.62481 -2.64034
H -0.70080 -1.01215 -2.86938
H -1.72481 0.22100 -2.11823
*
```

Summary:
E_LUMO (alpha / beta) = -7.89 / -7.70 eV
gap between HOMO and LUMO (alpha / beta) = 0.2475 / 0.2623 Eh
HOMO energy (alpha / beta) = -0.53757 / -0.54533 Ha
molar mass = 99.2 g/mol
<S²> = 0.7613

=====

Run b
The following is a DFT calculation (ωB97M-V/def2-TZVPD) of a gas-phase ion, C6H13N (charge +1).

```
! wB97M-V def2-TZVPD RIJCOSX def2/J DEFGRID3
* xyz 1 2
C -0.90690 -0.14128 2.38678
C -1.62286 0.90788 1.55962
C -1.25138 1.02702 0.14097
C -0.64945 0.05017 -0.62969
N 0.15321 0.42565 -1.63279
C 1.39422 -0.22637 -2.02799
C 1.90008 -1.28587 -1.08099
H -1.51052 -1.02157 2.60375
H -0.66089 0.25283 3.36702
H 0.05455 -0.46171 1.98740
H -2.71386 0.82671 1.61589
H -1.47677 1.88791 2.02182
H -1.41268 2.01474 -0.28934
H -0.84802 -1.01229 -0.56567
H 0.11594 1.43359 -1.74940
H 2.11041 0.57488 -2.20538
H 1.33210 -0.58386 -3.06677
H 2.19022 -0.85483 -0.12631
H 1.07832 -1.95095 -0.82588
H 2.72428 -1.86262 -1.48304
*
```

Summary:
E_LUMO (alpha / beta) = -3.83 / -6.40 eV
gap between HOMO and LUMO (alpha / beta) = 0.3637 / 0.3392 Eh
HOMO energy (alpha / beta) = -0.50455 / -0.57441 Ha
molar mass = 99.2 g/mol
<S²> = 0.7668

=====

The energy of each structure relative to the most stable one, in kJ/mol, is as follows: run a 414.5; run b 0.0.

=====

Run a
The following is a DFT calculation (ωB97M-V/def2-TZVPD) of a molecular structure, FHN2O2S.

```
! wB97M-V def2-TZVPD RIJCOSX def2/J DEFGRID3
* xyz 0 1
N 2.53401 -0.55270 -0.07623
N 1.37420 0.25995 0.02118
O 3.54374 0.00402 0.18164
O 2.29731 -1.70014 -0.24971
F 1.97926 1.79019 -0.02386
S 0.12782 0.04269 -0.98881
H -0.67483 0.83304 -0.21290
*
```

Summary:
E_LUMO (alpha / beta) = -1.06 / -1.06 eV
gap between HOMO and LUMO (alpha / beta) = 0.3495 / 0.3495 Eh
HOMO energy (alpha / beta) = -0.38851 / -0.38851 Ha
molar mass = 112.1 g/mol

=====

Run b
The following is a DFT calculation (ωB97M-V/def2-TZVPD) of 2 unconnected molecules or ions with the total composition FHN2O2S.

```
! wB97M-V def2-TZVPD RIJCOSX def2/J DEFGRID3
* xyz 0 1
F 0.17372 0.90902 3.66671
N 1.58852 0.61344 3.04382
S 1.87852 -0.83435 3.02119
O 0.28671 -1.47394 1.21854
N -0.62737 -1.08192 0.54564
O -0.91542 0.17640 0.46392
H -0.46486 0.85741 1.18541
*
```

Summary:
E_LUMO = -1.57 eV
gap between HOMO and LUMO = 0.3202 Eh
HOMO energy = -0.37792 Ha
structure (SMILES) = FN=S.O=NO
molar mass = 112.1 g/mol

=====

The energy of each structure relative to the most stable one, in kJ/mol, is as follows: run a 41.6; run b 0.0.

=====

Run a
The following is a DFT calculation (ωB97M-V/def2-TZVPD) of 2 unconnected molecules or ions with the total composition C6H11NS.

```
! wB97M-V def2-TZVPD RIJCOSX def2/J DEFGRID3
* xyz 0 1
C 0.41479 2.52589 -0.63978
C -0.00988 1.76912 0.38338
C -1.15718 2.07601 1.24960
C 0.68641 0.51692 0.57997
N 1.46892 -0.32345 0.08158
S 2.55289 -0.66995 -1.07714
C 0.72328 -0.81792 1.31915
H 0.14295 3.53497 -0.93509
H 1.03570 2.17813 -1.36629
H -1.36047 1.19972 1.85482
H -0.91920 3.09716 1.61092
H -2.10712 2.20599 0.65262
H 1.18518 -0.75510 2.26089
H 0.17387 -1.66121 0.90330
C -0.54273 -3.00062 -1.37303
H 0.50061 -2.77650 -1.54634
H -0.79370 -3.94470 -0.99744
H -0.90868 -2.23060 -0.62236
H -1.08564 -2.92386 -2.33877
*
```

Summary:
E_LUMO (alpha / beta) = -0.28 / -0.28 eV
gap between HOMO and LUMO (alpha / beta) = 0.2772 / 0.2772 Eh
HOMO energy (alpha / beta) = -0.28749 / -0.28746 Ha
structure (SMILES) = C=C(C)C1=[N+]([S-])C1.C
molar mass = 129.2 g/mol

=====

Run b
The following is a DFT calculation (ωB97M-V/def2-TZVPD) of a molecular structure, C6H11NS.

```
! wB97M-V def2-TZVPD RIJCOSX def2/J DEFGRID3
* xyz 0 1
C 0.67811 1.54727 -0.95925
C -0.26110 0.97987 0.08340
C -1.00275 -0.32925 -0.29600
C -0.60195 -1.24543 0.90683
C 0.93522 -0.91759 1.01386
C 0.50408 0.50254 1.35731
H 0.11030 1.77468 -1.89138
H 1.40190 0.76103 -1.24174
H 1.20055 2.44766 -0.65619
H -0.92644 1.80986 0.35392
H -2.07185 -0.07831 -0.42178
H -1.05305 -0.53904 -2.24103
H -0.60677 -1.90134 -1.56083
H -0.98734 -2.27560 0.92239
H 1.42007 -1.46945 1.84821
H 1.39903 -1.16963 0.06531
H 1.20657 1.18734 1.79653
N -0.50446 -0.91741 -1.50632
S -0.84013 -0.16719 2.42677
*
```

Summary:
E_LUMO = 0.93 eV
gap between HOMO and LUMO = 0.3438 Eh
HOMO energy = -0.30971 Ha
molar mass = 129.2 g/mol

=====

The energy of each structure relative to the most stable one, in kJ/mol, is as follows: run a 335.1; run b 0.0.